# 1
Entry from the Open Molecules 2025 dataset: C16H16BrNO2 in the gas phase (wB97M-V/def2-TZVPD).

Geometry as XYZ:
```
36
Properties=species:S:1:pos:R:3:forces:R:3:mulliken_charge:R:1
C 4.0137 -1.9551 -1.0150 0.1671 -0.1710 -0.1832 -0.9881
O 3.1017 -1.2598 -0.1998 -0.2388 0.2815 0.2571 -0.4088
C 3.2052 0.1044 -0.1178 -0.0309 0.2792 0.0831 0.8032
C 4.0831 0.8712 -0.8713 0.0359 -0.3745 -0.0834 -0.5605
C 4.0969 2.2496 -0.7291 -0.0631 0.1308 0.0745 -0.5911
C 3.2400 2.8719 0.1574 0.0915 0.1328 -0.0758 -0.7492
C 2.3665 2.1067 0.9135 0.0616 -0.1507 -0.0398 -0.4506
C 2.3422 0.7290 0.7955 -0.0125 -0.2001 0.0253 0.5871
C 1.3967 -0.1120 1.6135 0.0808 0.0130 0.0604 -1.0111
N 0.4089 -0.7647 0.7782 0.4378 -0.1999 0.0234 -0.0286
C -0.8839 -0.3803 0.7458 0.0034 -0.4454 -0.3374 0.7209
O -1.3505 0.4609 1.4801 -0.1832 0.2837 0.1588 -0.6542
C -1.7051 -1.1501 -0.2990 -0.1518 0.3096 0.2471 -1.1559
C -3.1400 -0.7199 -0.2574 -0.0461 -0.0396 -0.0719 0.3615
C -3.6027 0.2874 -1.0942 0.0363 -0.1593 0.0905 -0.3149
C -4.9146 0.7192 -1.0271 -0.1514 0.0484 0.0295 -0.5864
C -5.7662 0.1368 -0.1060 -0.1953 0.0740 -0.0077 0.1238
Br -7.5789 0.7185 -0.0104 0.1803 -0.0565 -0.0064 -0.2034
C -5.3280 -0.8616 0.7454 -0.1190 0.0440 0.0122 -0.6026
C -4.0138 -1.2825 0.6646 0.0600 0.0664 -0.1565 -0.2446
H 3.7870 -3.0115 -0.8768 0.0577 0.0648 -0.0489 0.2546
H 5.0481 -1.7662 -0.7127 -0.0450 0.0140 -0.0116 0.3827
H 3.8900 -1.6951 -2.0714 0.0177 0.0049 0.0577 0.3766
H 4.7586 0.4090 -1.5738 0.0484 -0.0713 -0.0560 0.4011
H 4.7845 2.8333 -1.3226 0.0546 0.0477 -0.0490 0.3746
H 3.2492 3.9457 0.2620 0.0038 0.1022 0.0067 0.3771
H 1.6913 2.5827 1.6083 -0.0942 0.0351 0.0912 0.3874
H 0.8486 0.5105 2.3228 0.1313 -0.1030 -0.0396 0.5135
H 1.9596 -0.8812 2.1535 -0.0949 0.1318 0.0339 0.2105
H 0.7714 -1.4153 0.0994 -0.1700 0.0181 -0.0112 0.2192
H -1.2733 -0.9551 -1.2830 0.0272 -0.0878 0.0036 0.4727
H -1.6167 -2.2169 -0.0826 0.0549 0.0048 -0.0796 0.4336
H -2.9316 0.7453 -1.8060 0.0849 0.0413 -0.0764 0.3577
H -5.2705 1.5017 -1.6798 -0.0361 0.0408 -0.0342 0.4109
H -6.0036 -1.3007 1.4635 -0.0513 -0.0202 0.0344 0.4085
H -3.6635 -2.0558 1.3321 0.0486 -0.0894 0.0793 0.3726
```
Positions in Å, forces in eV/Å.

The HOMO energy comes out at -8.76 eV. As for the energy relative to the best compared isomer or geometry (same formula, charge and spin): 0.00 kcal/mol. As for the electronic energy: -92479.6892 eV. The value obtained for the gap between HOMO and LUMO is 9.26 eV. As for the SMILES: COc1ccccc1CNC(=O)Cc1ccc(Br)cc1.

# 2
Entry from the Open Molecules 2025 dataset: 7 unconnected molecules or ions with the total composition C15H23BCl18OP (wB97M-V/def2-TZVPD).

Geometry as XYZ:
```
59
Properties=species:S:1:pos:R:3:forces:R:3:mulliken_charge:R:1
C 3.3722 2.8153 0.4265 -0.6404 -0.7156 -0.6482 -0.7231
B 2.2729 1.8236 -0.2109 -0.1736 0.4846 0.6386 0.5061
O 1.4296 2.2612 -1.2271 0.5314 0.1215 0.1321 -0.7597
P 2.1441 0.0002 0.5147 -0.4303 -0.6758 -1.0461 0.7343
C 0.2312 -0.0772 0.3202 -0.3264 -0.4473 0.6609 -1.1248
C -0.5501 0.8147 1.2940 -0.6659 -0.0487 -0.7592 -0.4027
C -2.0114 1.0498 0.8776 0.0258 0.4008 0.8405 0.6529
C -2.4669 0.9621 -0.4289 -2.1382 1.1055 -0.7167 -0.4629
C -3.8796 1.1958 -0.7717 2.4066 0.5211 1.0924 -0.6669
C -4.7501 1.5369 0.2449 0.1804 0.0910 -0.2898 -0.6075
C -4.2632 1.6599 1.5556 -0.3828 0.3997 0.2942 -0.4866
C -2.9456 1.4121 1.8941 0.1824 0.9198 -1.5483 -0.5504
H 3.7756 3.4793 -0.3547 0.1486 0.1380 0.5019 0.2976
H 2.8625 3.3593 1.2367 0.2128 0.1472 -0.2822 0.2496
H 4.1389 2.1815 0.8865 0.0837 0.3868 -0.1544 0.0066
H 1.7123 3.1260 -1.5548 -0.1239 -0.0397 -0.0066 0.2755
H 2.0242 0.4676 1.9309 0.1105 0.1473 0.3683 -0.2103
H 2.1666 -1.4306 0.9284 0.0390 -0.0551 0.3420 -0.0157
H 2.2474 -0.5051 -0.9066 0.0676 -0.1005 -0.3161 -0.1545
H 3.5994 -0.0286 0.5805 -0.0468 0.2879 0.1689 -0.6644
H -0.0639 -1.1223 0.5430 0.1507 0.2382 -0.1462 0.3125
H -0.0007 0.0799 -0.7399 0.1263 0.3141 0.2544 0.3303
H -0.5599 0.3478 2.2914 0.0413 0.2025 -0.2118 0.1812
H -0.1159 1.8232 1.4278 0.2255 -0.2784 -0.1161 0.2304
H -1.8116 0.7384 -1.2656 0.0801 -0.0449 0.3643 0.2831
H -4.1944 1.1114 -1.8100 0.0512 0.0019 0.2579 0.5436
H -5.7948 1.7190 -0.0100 0.1842 -0.0003 0.3222 0.4140
H -4.9418 1.9586 2.3564 0.0123 -0.1204 -0.2227 0.4295
H -2.6265 1.5395 2.9267 0.0576 -0.0777 -0.2713 0.5227
C -2.3461 5.1344 -0.8342 0.0431 -0.0232 0.2021 -0.0068
Cl -3.6031 4.4402 -1.8371 -0.3711 0.0963 -0.2598 -0.1269
Cl -1.0686 3.9749 -0.6144 0.4510 -0.0493 0.0334 0.0285
Cl -1.7361 6.6462 -1.5341 -0.0321 0.0573 0.0228 -0.1654
H -2.7724 5.3599 0.1358 -0.0257 0.0824 -0.0646 0.2605
C -3.8616 -3.0699 -0.7020 0.1334 0.1868 0.1712 -0.1159
Cl -2.8588 -4.0492 0.3769 -0.0169 -0.0312 -0.0456 -0.1450
Cl -3.5590 -1.3367 -0.4619 -0.3510 -2.0347 -0.8011 0.0363
Cl -3.5566 -3.5174 -2.3877 -0.0845 -0.0399 -0.0532 -0.1141
H -4.9024 -3.2742 -0.4802 0.0502 -0.0615 -0.0115 0.2890
C 5.3822 -0.1538 3.0496 -0.1084 -0.0275 -0.2297 0.1227
Cl 6.3056 -1.1151 4.2205 -0.0219 -0.0217 0.0589 -0.1761
Cl 5.6188 1.5718 3.3511 0.0007 -0.0243 0.0563 -0.1498
Cl 5.8311 -0.5720 1.4056 0.5832 -0.1100 0.3763 -0.0808
H 4.3283 -0.3795 3.1776 -0.0010 0.0695 -0.0535 0.2088
C -0.8544 -4.7185 -5.4243 -0.0272 -0.0993 0.0570 0.0576
Cl 0.1697 -5.3973 -6.6952 0.0084 0.0479 0.0020 -0.1409
Cl -2.4634 -4.3506 -6.0561 0.0293 0.0342 0.0273 -0.1243
Cl -0.9593 -5.8224 -4.0550 0.0084 0.0542 -0.0324 -0.1033
H -0.4042 -3.7946 -5.0825 -0.0201 -0.0244 -0.0084 0.3013
C -3.8059 -2.0360 3.8746 0.2547 0.0848 -0.3008 -0.0485
Cl -4.8487 -3.3506 3.3108 -0.0143 -0.0050 0.0359 -0.1470
Cl -3.1924 -1.0619 2.5333 -0.3211 -1.4364 1.3157 0.1061
Cl -4.6900 -1.0112 5.0201 0.0136 -0.0002 0.0551 -0.1617
H -2.9644 -2.4739 4.3971 -0.0740 -0.0219 0.0251 0.2852
C 7.1805 -1.9379 -2.4295 -0.1743 0.0986 0.1306 -0.0218
Cl 8.5832 -1.6809 -1.3824 0.0351 0.0014 -0.0418 -0.1332
Cl 6.9078 -3.6668 -2.6850 0.0348 0.0017 -0.0467 -0.1384
Cl 5.7490 -1.1709 -1.7568 -0.0294 -0.0594 -0.1459 -0.0248
H 7.3907 -1.4854 -3.3902 0.0370 -0.0488 0.0224 0.2885
```
Positions in Å, forces in eV/Å.

The HOMO energy comes out at -2.92 eV. As for the electronic energy: -253341.4523 eV. Its net charge is -1. The value obtained for the gap between HOMO and LUMO is 5.01 eV.